1.
DFT (wB97M-V/def2-TZVPD) results for a structure of composition C31H81F6N10O18S2V.

As for the expectation value of S²: 0.80. Its spin multiplicity is 2. Its total charge is +1. As for the gap between HOMO and LUMO (alpha / beta): 4.45 / 4.93 eV. The calculated total energy comes out at -5470.7501 hartree.

Geometry (Å):
O1 3.99983 -12.23875 30.25008
V1 4.55362 -12.32013 28.76114
C1 0.65761 -11.86207 26.78276
F1 1.73247 -11.24998 26.29705
F2 -0.27370 -10.98170 27.02712
F3 0.16422 -12.76494 25.92398
S1 1.01704 -12.84002 28.37240
O2 0.94484 -11.91375 29.50013
O3 0.09531 -13.94416 28.38185
N1 2.78545 -13.28968 28.18376
S2 2.72578 -14.77043 27.55865
O4 1.75257 -15.17109 26.54150
O5 4.15449 -15.05619 27.29485
C2 2.41539 -15.93877 29.03585
F4 1.23698 -16.64136 28.81775
F5 3.43062 -16.73377 29.30056
F6 2.23174 -15.15255 30.09354
C3 -2.27716 -17.00240 26.85223
O6 -2.50531 -17.94011 26.15783
N2 -3.06899 -16.32885 27.61082
N3 -1.09004 -16.40623 26.77130
H1 -2.68321 -15.76845 28.35729
H2 -4.01472 -16.66022 27.73692
H3 -0.40944 -16.82155 26.15130
H4 -0.93368 -15.55036 27.28427
C4 3.22841 -9.30101 28.77433
O7 3.89050 -10.27500 28.40065
N4 2.54655 -8.54590 27.97705
N5 3.25677 -8.78014 29.95371
H5 2.03194 -7.81617 28.44902
H6 2.57854 -8.72894 26.98428
H7 3.59308 -9.33789 30.72567
H8 2.61006 -8.02644 30.13759
C5 5.86648 -11.92854 25.94208
O8 5.38768 -12.49531 26.87309
N6 5.26145 -10.97797 25.40838
N7 6.91762 -12.22110 25.35372
H9 5.61955 -10.68857 24.50943
H10 4.38612 -10.56094 25.69119
H11 7.15673 -11.53837 24.64888
H12 7.54046 -12.95776 25.65290
C6 8.14583 -16.09497 24.74614
C7 7.56454 -15.57980 26.12668
O9 8.52462 -14.86448 26.77199
H13 7.39030 -16.70476 24.25072
H14 8.93073 -16.81510 24.97729
H15 8.43564 -15.31876 24.03788
H16 7.34131 -16.45296 26.73975
H17 6.66918 -14.97618 25.97812
H18 9.07864 -15.49698 27.23526
C8 0.35732 -8.04769 25.52488
C9 1.25471 -8.77573 24.48838
O10 2.56437 -8.69740 25.00284
H19 0.44367 -8.42314 26.54453
H20 -0.70076 -8.21724 25.32536
H21 0.56256 -6.97809 25.56875
H22 1.10203 -8.20799 23.57053
H23 0.84367 -9.75980 24.26306
H24 3.20697 -8.80954 24.29850
C10 -0.25656 -8.41473 31.08463
C11 -0.08448 -7.10654 30.36888
O11 1.23282 -6.77216 30.33775
H25 0.24269 -9.23969 30.57640
H26 -1.28750 -8.62607 31.36855
H27 0.29782 -8.44776 32.02254
H28 -0.64224 -6.32767 30.88885
H29 -0.64692 -7.16921 29.43730
H30 1.31561 -5.89428 29.95818
C12 4.08993 -19.79293 29.89519
C13 4.51592 -21.20281 29.97929
O12 5.91872 -21.14738 30.33819
H31 3.03627 -19.70142 29.63152
H32 4.67439 -19.21861 29.17639
H33 4.23085 -19.42189 30.91035
H34 4.37819 -21.72373 29.03177
H35 4.03641 -21.78699 30.76472
H36 5.95721 -21.34681 31.27646
C14 3.61549 -19.95419 24.49798
O13 3.00911 -18.77019 25.04305
C15 3.06042 -18.62864 26.44133
C16 1.72263 -19.20037 27.01029
N8 1.82540 -20.63017 27.31424
C17 0.62087 -21.12268 27.88087
C18 0.73411 -22.58171 28.36252
O14 1.72543 -22.76042 29.36502
C19 2.02467 -24.12977 29.59471
H37 4.66516 -19.66444 24.44960
H38 3.27460 -20.19199 23.49035
H39 3.42937 -20.86657 25.06457
H40 3.11670 -17.56089 26.65305
H41 3.91845 -19.13174 26.88718
H42 0.91477 -19.04919 26.29433
H43 1.49622 -18.59829 27.89025
H44 2.64160 -20.93869 27.82289
H45 -0.16134 -20.93109 27.14633
H46 0.28074 -20.46089 28.67739
H47 0.99258 -23.16170 27.47657
H48 -0.26226 -22.87676 28.69161
H49 1.02072 -24.53253 29.72871
H50 2.58888 -24.34514 30.50211
H51 2.58762 -24.58162 28.77800
C20 2.01069 -6.97790 33.74681
O15 2.14076 -8.36399 34.01040
C21 2.15308 -8.69916 35.35130
C22 0.76892 -8.35786 36.00769
N9 -0.32091 -8.97696 35.28789
C23 -0.42054 -10.39350 35.50796
C24 -1.63989 -10.96715 34.74518
O16 -1.55168 -10.73072 33.32039
C25 -0.56853 -11.52943 32.70241
H52 1.04301 -6.55551 34.01755
H53 2.18524 -6.84732 32.67883
H54 2.75101 -6.29548 34.16434
H55 3.01427 -8.29134 35.88055
H56 2.30511 -9.77739 35.40022
H57 0.65846 -7.28865 35.82681
H58 0.63338 -8.52043 37.07693
H59 0.01606 -8.90853 34.33822
H60 -0.60637 -10.49642 36.57706
H61 0.52668 -10.92314 35.40625
H62 -2.48837 -10.34613 35.03241
H63 -1.90638 -11.98956 35.01308
H64 0.41180 -11.10780 32.92441
H65 -0.66823 -11.58126 31.61822
H66 -0.60086 -12.57652 33.00350
C26 -3.63045 -12.38660 26.55666
O17 -4.45543 -12.04140 25.41650
C27 -3.98486 -12.51220 24.16929
C28 -2.83936 -11.66145 23.56738
N10 -3.58377 -10.56880 22.84825
C29 -2.82644 -9.79382 21.87472
C30 -3.68614 -8.56954 21.48755
O18 -3.77325 -7.73508 22.63055
C31 -4.75226 -6.73179 22.63264
H67 -3.59211 -13.46582 26.70464
H68 -3.92177 -11.97346 27.52235
H69 -2.58917 -12.08634 26.43972
H70 -4.85654 -12.54114 23.51551
H71 -3.57064 -13.51595 24.26416
H72 -2.39645 -12.30913 22.81077
H73 -2.06551 -11.36424 24.27514
H74 -3.85459 -9.86455 23.51965
H75 -2.54948 -10.42766 21.03231
H76 -1.85048 -9.62254 22.32888
H77 -4.68231 -8.85995 21.15380
H78 -3.23135 -8.04310 20.64843
H79 -4.97084 -6.40370 23.64885
H80 -5.69337 -7.05578 22.18830
H81 -4.49344 -5.87983 22.00394

Results of the Löwdin charge analysis, in e, for atoms 1 through 4: number 1, O, carries -0.24; number 2, V, carries 1.20; number 3, C, carries -0.66; number 4, F, carries 0.14

=====

2.
DFT (wB97M-V/def2-TZVPD) results for a cluster of 7 separate species, C31H81N7O12 in total.

Its spin multiplicity is 1. Its SMILES is COCCNCCOC.COCCNCCOC.COCCNCCOC.COCCNCCOC.COCCNCCOC.NC(N)=O.O. As for the gap between HOMO and LUMO: 8.71 eV. The calculated total energy comes out at -2515.6335 hartree.

Geometry (Å):
C1 -1.80542 -3.36782 1.90230
O1 -1.37103 -2.30993 1.42084
N1 -3.04722 -3.79161 1.58852
N2 -1.00560 -4.28725 2.51722
H1 -3.68174 -3.05032 1.29849
H2 -3.49203 -4.62030 1.94014
H3 -0.06029 -4.19953 2.83501
H4 -1.41950 -5.18678 2.69260
C2 2.64588 1.54303 -6.89199
O2 2.54481 2.92098 -7.17243
C3 2.80891 3.79993 -6.09005
C4 1.51710 4.29582 -5.42052
N3 1.15315 3.39984 -4.30106
C5 -0.27801 3.44228 -4.05228
C6 -1.08452 2.51195 -4.94172
O3 -0.73205 1.15749 -4.62287
C7 -1.48907 0.62957 -3.57757
H5 3.61252 1.32418 -6.41656
H6 2.54858 0.85433 -7.72520
H7 1.90569 1.27928 -6.12739
H8 3.33457 4.62584 -6.57224
H9 3.44363 3.29097 -5.35822
H10 0.70211 4.51858 -6.11200
H11 1.78919 5.26124 -4.97700
H12 1.38446 2.44841 -4.56478
H13 -0.63710 4.46857 -4.19548
H14 -0.55054 3.27248 -3.00589
H15 -0.74543 2.62012 -5.98058
H16 -2.16558 2.59792 -5.08323
H17 -0.97602 -0.18492 -3.06169
H18 -2.41029 0.07810 -3.83400
H19 -1.83700 1.34845 -2.83026
C8 -4.56029 -0.73732 2.08529
O4 -4.82048 -1.66649 1.05537
C9 -5.17011 -1.12292 -0.20430
C10 -4.58869 -2.01213 -1.29043
N4 -3.12505 -2.03729 -1.24074
C11 -2.57060 -3.18407 -1.99293
C12 -1.04414 -3.21052 -1.97163
O5 -0.62470 -4.16543 -2.91532
C13 0.61176 -4.77152 -2.57265
H20 -5.43624 -0.13772 2.36413
H21 -3.75768 -0.01945 1.91144
H22 -4.39985 -1.26784 3.02413
H23 -4.72234 -0.13060 -0.30915
H24 -6.25593 -1.15367 -0.33982
H25 -4.94381 -1.67415 -2.27248
H26 -5.09409 -2.99262 -1.30484
H27 -2.91487 -2.32427 -0.28822
H28 -2.93742 -3.08546 -3.01690
H29 -2.89423 -4.14755 -1.58052
H30 -0.70434 -3.39809 -0.94690
H31 -0.65439 -2.21951 -2.23650
H32 1.40732 -4.08608 -2.87178
H33 0.72225 -5.73515 -3.06938
H34 0.67084 -5.01912 -1.50825
C14 1.91366 -1.75435 0.18103
O6 2.90240 -2.69441 0.55784
C15 2.68599 -3.36870 1.77630
C16 3.57803 -4.63063 1.76480
N5 4.73629 -4.61132 2.63339
C17 5.84932 -3.83582 2.11032
C18 6.68257 -4.46141 0.99029
O7 6.26702 -4.22412 -0.32386
C19 7.26469 -4.24827 -1.30916
H35 1.87858 -1.39484 -0.84502
H36 2.09925 -0.87568 0.81261
H37 0.91498 -2.12448 0.42733
H38 1.64402 -3.67428 1.89582
H39 2.93647 -2.79111 2.67562
H40 3.83408 -5.09660 0.81316
H41 2.89215 -5.39399 2.16694
H42 4.44437 -4.21994 3.52016
H43 6.54454 -3.63640 2.92678
H44 5.48638 -2.85999 1.74825
H45 6.57680 -5.55162 1.14013
H46 7.73838 -4.21231 1.14223
H47 6.99218 -3.64960 -2.17977
H48 7.37190 -5.27578 -1.67937
H49 8.18687 -3.82926 -0.89371
C20 -0.70048 3.77883 0.07221
O8 -1.83513 4.48111 -0.44062
C21 -1.49089 5.78926 -0.84540
C22 -2.67490 6.53103 -1.40473
N6 -3.65287 6.87393 -0.38021
C23 -4.92051 7.35668 -0.86084
C24 -4.92599 8.66006 -1.66129
O9 -4.53040 8.44116 -2.99936
C25 -4.58540 9.60018 -3.79773
H50 -1.14929 2.93130 0.58725
H51 -0.18964 4.44344 0.77386
H52 -0.04733 3.41827 -0.72425
H53 -0.70098 5.79485 -1.60765
H54 -1.11788 6.31483 0.04574
H55 -3.21394 5.90004 -2.13622
H56 -2.31869 7.34577 -2.03876
H57 -3.71445 6.07477 0.23375
H58 -5.51972 7.56279 0.02909
H59 -5.43701 6.57692 -1.44066
H60 -4.24221 9.38632 -1.19615
H61 -5.88842 9.18428 -1.62245
H62 -3.88925 10.37905 -3.46704
H63 -5.57892 9.99047 -4.01869
H64 -4.11706 9.27085 -4.72990
C26 4.44561 -2.58924 8.23018
O10 3.13029 -2.55452 7.70815
C27 2.62300 -3.70330 7.10772
C28 1.17284 -3.48676 6.67635
N7 1.03127 -2.92461 5.33663
C29 1.60633 -1.59201 5.20256
C30 0.91977 -0.74707 4.14359
O11 -0.34204 -0.35597 4.66155
C31 -1.23254 0.14642 3.65412
H65 5.15011 -2.29626 7.45151
H66 4.63181 -3.59016 8.62963
H67 4.50855 -1.88820 9.05923
H68 2.61362 -4.49834 7.86785
H69 3.16133 -4.08466 6.23003
H70 0.62440 -2.88499 7.41500
H71 0.62472 -4.43106 6.72264
H72 0.03845 -2.77196 5.17496
H73 2.69619 -1.61059 5.13488
H74 1.45768 -0.97803 6.10842
H75 0.68588 -1.40993 3.29647
H76 1.60258 0.01854 3.76832
H77 -1.97442 0.81978 4.08367
H78 -1.80629 -0.72302 3.33657
H79 -0.63221 0.65112 2.90142
O12 -1.33765 0.15365 -0.13363
H80 -1.04547 -0.47532 0.53977
H81 -2.12847 -0.25674 -0.51737

Results of the Löwdin charge analysis, in e, for atoms 1 through 4: number 1, C, carries -0.63; number 2, O, carries -0.02; number 3, N, carries 0.18; number 4, N, carries 0.18

=====

3.
DFT (wB97M-V/def2-TZVPD) results for a cluster of 13 separate species, C31H82FN26O20PS4 in total.

Its spin multiplicity is 1. As for the gap between HOMO and LUMO: 8.67 eV. The calculated total energy comes out at -6193.1996 hartree.

Geometry (Å):
C1 1.20597 -1.60034 0.71552
C2 1.53160 -0.06414 0.47997
O1 0.28839 0.54929 0.08448
C3 0.47670 1.85334 -0.46095
C4 -0.48351 2.13552 -1.71041
C5 -1.92436 1.66612 -1.27233
C6 -2.26733 0.14809 -1.48061
C7 -3.46944 -0.20180 -0.47394
C8 -4.65619 -0.85631 -1.26806
C9 -5.57664 0.16399 -2.04690
C10 -5.25964 0.29490 -3.59256
C11 -6.31732 -0.39669 -4.53334
S1 -6.00680 -2.18895 -4.83522
C12 -4.29813 -2.61786 -4.45123
N1 -3.24201 -2.07101 -5.06650
N2 -2.15399 -2.62744 -4.45729
C13 -2.57802 -3.47157 -3.52584
O2 -3.96729 -3.51907 -3.46221
C14 0.05433 1.54460 -3.06835
S2 0.74232 -0.19157 -2.88686
S3 -1.27244 1.37663 -4.40104
C15 1.19858 2.44670 -3.77052
C16 1.99318 1.72301 -4.90361
F1 3.17538 1.20576 -4.29276
C17 2.52775 2.62831 -6.07052
C18 3.60495 3.70641 -5.59445
S4 0.44867 4.05548 -4.19926
O3 -0.15437 4.13921 -5.51726
O4 1.36880 5.18460 -4.05959
O5 -0.80236 4.25461 -3.10500
C19 -0.46320 3.74088 -1.80111
O6 0.78455 4.27795 -1.34483
P1 -1.73940 4.53933 -0.59770
O7 -3.21723 4.70815 -1.42142
O8 -1.13858 6.04770 -0.13534
H1 0.10127 -1.72914 0.87196
H2 1.45927 -2.17135 -0.21518
H3 1.78886 -2.03834 1.57800
H4 2.32228 -0.02280 -0.30975
H5 1.85692 0.39730 1.44741
H6 0.24004 2.57552 0.37198
H7 1.53208 1.93823 -0.82314
H8 -1.98738 1.82578 -0.16239
H9 -2.72668 2.23992 -1.81706
H10 -2.63585 -0.10080 -2.50431
H11 -1.44027 -0.55689 -1.24630
H12 -3.11316 -0.91106 0.31016
H13 -3.85634 0.74302 0.00523
H14 -4.20331 -1.54244 -2.02711
H15 -5.29818 -1.46477 -0.55463
H16 -5.50028 1.17465 -1.56614
H17 -6.63765 -0.19281 -1.96456
H18 -5.31986 1.39665 -3.83062
H19 -4.21206 -0.00063 -3.86285
H20 -7.34551 -0.16050 -4.16756
H21 -6.21821 0.11641 -5.53045
H22 -1.96308 -4.07001 -2.83068
H23 0.50011 -0.80290 -4.10024
H24 -1.33753 0.04988 -4.75504
H25 1.93121 2.64610 -2.93629
H26 1.40528 0.90452 -5.39845
H27 3.11870 1.93063 -6.73085
H28 1.73761 3.05863 -6.72501
H29 4.50789 3.62349 -6.26076
H30 3.97178 3.51901 -4.55871
H31 3.23477 4.75458 -5.73510
H32 0.79419 5.22716 -1.57915
H33 -3.08407 5.21753 -2.24647
H34 -1.89114 6.67157 -0.17409
C20 1.60597 -2.23288 4.47684
O9 1.55884 -2.95786 3.48778
N3 0.50118 -1.65280 5.00018
N4 2.76410 -1.95140 5.12874
H35 0.51401 -1.05621 5.80858
H36 -0.37811 -1.83952 4.54045
H37 3.60658 -2.36290 4.77006
H38 2.81872 -1.36407 5.93895
C21 -5.51309 5.54434 1.02066
O10 -4.40764 5.72245 1.51048
N5 -6.64189 6.11009 1.53562
N6 -5.70996 4.76887 -0.07868
H39 -7.55786 5.97800 1.15017
H40 -6.53364 6.69056 2.34844
H41 -4.89364 4.33554 -0.48445
H42 -6.60736 4.61088 -0.49733
C22 1.91116 -6.69904 2.59823
O11 1.31615 -6.71418 3.66212
N7 2.31973 -5.54914 1.99697
N8 2.21989 -7.84345 1.91603
H43 2.80978 -5.52400 1.12278
H44 2.11227 -4.67864 2.46696
H45 1.93461 -8.71343 2.32863
H46 2.70795 -7.85667 1.04060
C23 -0.18100 -2.31528 8.91245
O12 0.58276 -1.48696 8.44075
N9 -0.89454 -2.08984 10.05121
N10 -0.38251 -3.53088 8.33978
H47 -1.52610 -2.75565 10.45464
H48 -0.77017 -1.20058 10.50137
H49 0.12796 -3.73123 7.49566
H50 -1.00390 -4.22564 8.70876
C24 6.21486 -0.57262 3.85219
O13 5.60698 -0.58004 4.91319
N11 6.63831 0.57145 3.25897
N12 6.52015 -1.71817 3.17422
H51 7.13944 0.59741 2.38847
H52 6.43252 1.43680 3.73001
H53 6.22095 -2.58674 3.58268
H54 7.01649 -1.73609 2.29910
C25 2.77165 6.01431 2.13406
O14 3.87278 6.18985 2.62486
N13 1.63657 6.55712 2.65957
N14 2.57661 5.25993 1.01616
H55 0.72130 6.42385 2.26945
H56 1.73849 7.12034 3.48487
H57 3.38865 4.84200 0.59793
H58 1.67793 5.10389 0.59720
C26 10.27668 -1.05177 2.88787
O15 9.97226 -1.01077 1.70354
N15 11.56846 -0.99114 3.31616
N16 9.34726 -1.16100 3.87046
H59 11.83806 -1.02290 4.28116
H60 12.28116 -0.90965 2.61277
H61 8.38137 -1.20730 3.57690
H62 9.56523 -1.19638 4.84891
C27 4.39856 2.42725 7.58330
O16 5.16774 3.24935 7.11390
N17 3.68313 2.65850 8.72304
N18 4.18758 1.21115 7.01328
H63 3.04599 1.99689 9.12551
H64 3.81296 3.54703 9.17266
H65 4.69887 1.00242 6.16876
H66 3.56000 0.52289 7.38511
C28 -4.09811 -3.93789 -9.51547
O17 -4.09091 -4.67962 -10.48228
N19 -5.24374 -3.40386 -9.00703
N20 -2.96005 -3.57691 -8.85645
H67 -5.26824 -2.79210 -8.21224
H68 -6.10483 -3.64589 -9.46391
H69 -2.09399 -3.95060 -9.20126
H70 -2.94525 -2.96764 -8.05832
C29 -3.38125 -0.89382 4.24193
O18 -2.48637 -1.71660 4.12987
N21 -4.57480 -1.18584 4.82615
N22 -3.26022 0.38469 3.79093
H71 -5.32256 -0.52610 4.92722
H72 -4.69937 -2.12134 5.16974
H73 -2.39099 0.63573 3.35259
H74 -3.98189 1.07614 3.87168
C30 -6.48777 -3.94674 1.17508
O19 -6.00726 -2.85783 1.43826
N23 -7.47138 -4.51671 1.92721
N24 -6.08237 -4.68737 0.10586
H75 -7.87944 -5.41060 1.72797
H76 -7.79596 -3.99920 2.72434
H77 -5.35806 -4.29856 -0.47234
H78 -6.46347 -5.58459 -0.12881
C31 4.48714 -1.50563 -7.14705
O20 5.58804 -1.32804 -6.66008
N25 3.35395 -0.95479 -6.62333
N26 4.29068 -2.27101 -8.25918
H79 2.43833 -1.08950 -7.00967
H80 3.45964 -0.38291 -5.80054
H81 5.10266 -2.69334 -8.67325
H82 3.39300 -2.43012 -8.67628

Results of the Löwdin charge analysis, in e, for atoms 1 through 4: number 1, C, carries -0.06; number 2, C, carries -0.25; number 3, O, carries -0.21; number 4, C, carries -0.16